(1)
The following is a DFT calculation (ωB97M-V with the def2-TZVPD basis set) of an isolated molecule of C18H15N3O3 in a non-equilibrium geometry.

Its HOMO-LUMO gap is 8.196 eV. As for the total charge: 0. The value obtained for the energy above the lowest of the compared OMol25 structures with the same formula, charge and spin is 15.0 kcal/mol. Its spin multiplicity is 1. As for the SMILES: CC(=O)n1cc(/C=N/NC(=O)c2cccc(O)c2)c2ccccc21.

Element x y z (Å)
C  -5.16552  -2.96394  -0.34699
C  -5.22487  -1.47033  -0.13357
O  -6.26392  -0.86686  -0.02090
N  -3.99776  -0.83143  -0.07451
C  -2.75144  -1.41497  -0.18753
C  -1.76343  -0.47794  -0.07934
C  -0.35437  -0.72325  -0.14836
N  0.48093  0.22696  -0.02029
N  1.79332  -0.02157  -0.08094
C  2.71149  1.00273  -0.02221
O  2.39499  2.16464  0.06319
C  4.12574  0.53488  -0.09496
C  5.04050  1.32492  -0.78166
C  6.36517  0.93363  -0.86710
C  6.79257  -0.22911  -0.25670
C  5.88775  -1.01151  0.45727
O  6.35257  -2.13568  1.06153
C  4.55350  -0.63254  0.53058
C  -2.41751  0.79435  0.11523
C  -1.93463  2.08576  0.28233
C  -2.85432  3.10270  0.44662
C  -4.22321  2.84544  0.44522
C  -4.72161  1.56568  0.27917
C  -3.80260  0.54255  0.11381
H  -4.67240  -3.19660  -1.28839
H  -6.18323  -3.34366  -0.37541
H  -4.62858  -3.44581  0.46730
H  -2.64119  -2.47060  -0.33908
H  -0.03481  -1.76329  -0.31509
H  2.11553  -0.97754  -0.25257
H  4.69588  2.23730  -1.24192
H  7.07275  1.54246  -1.40863
H  7.82156  -0.54709  -0.30560
H  5.64497  -2.56840  1.55447
H  3.86410  -1.23239  1.11263
H  -0.87270  2.26858  0.27989
H  -2.50895  4.11718  0.57848
H  -4.91550  3.66376  0.57624
H  -5.78076  1.37099  0.27781

How positive or negative is each atom? The Mulliken charges in e answer that: C -1.407; C 0.835; O -0.583; N 0.180; C -0.502; C 0.493; C -0.489; N -0.363; N -0.134; C 0.209; O -0.567; C 0.306; C -0.737; C -0.435; C -0.560; C 0.776; O -0.540; C -0.514; C 0.567; C -0.256; C -0.724; C -0.523; C -0.698; C -0.405; H 0.355; H 0.341; H 0.355; H 0.457; H 0.345; H 0.401; H 0.443; H 0.388; H 0.426; H 0.284; H 0.346; H 0.630; H 0.419; H 0.388; H 0.492



(2)
The following is a DFT calculation (ωB97M-V with the def2-TZVPD basis set) of a structure of composition C23H45Cl2N5NdO4P in a non-equilibrium geometry.

Its HOMO-LUMO gap (alpha / beta) is 7.226 / 7.231 eV. As for the total charge: 0. Its spin multiplicity is 4.

Element x y z (Å)
O  -1.65140  -1.79997  0.10194
C  -2.63512  -2.22537  -0.77667
C  -2.14755  -3.58269  -1.27933
C  -0.77313  -3.88380  -1.37668
H  -0.00062  -3.13875  -1.12597
C  -0.41335  -5.14097  -1.85788
H  0.64859  -5.37302  -1.96807
C  -1.41455  -6.07193  -2.18217
H  -1.13337  -7.05854  -2.54900
C  -2.77078  -5.75628  -2.03429
H  -3.55918  -6.46165  -2.26856
C  -3.14546  -4.50264  -1.56207
H  -4.18021  -4.15896  -1.43492
H  -3.46317  -2.29987  -0.04703
C  -3.91603  -0.09477  -1.36477
C  -3.19172  -1.31756  -1.90609
H  -4.60246  0.32649  -2.11149
H  -3.25307  0.73982  -1.08101
H  -4.43419  -0.36661  -0.42263
C  -2.87950  -1.54711  -3.18834
C  -3.22797  -0.67942  -4.38050
H  -2.21560  -2.38855  -3.45465
H  -3.84718  -1.24682  -5.09093
H  -2.34450  -0.36450  -4.96908
H  -3.79939  0.22321  -4.09304
Nd  -0.29985  0.00824  -0.63402
Cl  1.54550  -1.31078  -2.19258
Cl  -1.46533  0.98209  -3.07733
C  0.94134  2.35575  -2.09353
O  0.61613  2.18411  -0.87930
N  1.67591  3.40762  -2.37175
C  1.76269  4.40560  -1.30299
C  2.41611  3.53124  -3.60783
H  0.60885  1.67797  -2.93531
H  1.22129  4.06556  -0.40610
H  1.31436  5.32182  -1.68520
H  2.81389  4.57584  -1.07230
H  2.32638  2.56760  -4.12380
H  3.45091  3.75976  -3.34154
H  1.94642  4.33762  -4.17310
H  -3.17373  3.77696  2.22486
H  -3.26669  2.00207  4.33515
C  -3.66760  2.93476  1.72489
C  -3.58399  1.24150  3.61525
N  -3.18779  1.67025  2.29057
H  -3.44999  2.97723  0.64637
C  -2.37570  0.94872  1.53992
O  -1.93281  1.45978  0.46350
H  -3.08283  0.28452  3.79665
H  -2.11223  -0.09058  1.88382
H  -4.74012  2.97740  1.91240
H  -4.66996  1.12912  3.60245
C  3.65897  0.65522  -0.64722
N  3.49222  -0.30352  0.46460
C  4.79571  -0.85995  0.79209
P  2.36480  -0.00485  1.63947
O  0.96071  -0.41139  1.26144
N  2.46478  -0.79214  3.12784
C  1.17239  -1.16594  3.73353
C  3.41105  -1.84759  3.28978
N  2.26209  1.67053  1.87524
C  3.45427  2.22469  2.47718
C  1.05738  2.18795  2.53649
H  4.24911  0.22877  -1.48230
H  4.21613  1.52182  -0.26245
H  2.70688  0.96869  -1.07874
H  5.22897  -0.19139  1.54888
H  4.77856  -1.89008  1.16988
H  5.48419  -0.82729  -0.07111
H  0.73906  -2.02658  3.19137
H  1.33462  -1.49686  4.77371
H  0.42797  -0.35383  3.75598
H  3.22268  -2.62423  2.53110
H  4.44415  -1.50100  3.20881
H  3.28355  -2.33228  4.26668
H  4.36230  2.00195  1.90039
H  3.37571  3.31777  2.57499
H  3.54379  1.81253  3.49541
H  1.06494  3.29354  2.58528
H  0.11792  1.89659  2.04151
H  1.04489  1.83737  3.58422

How positive or negative is each atom? The Mulliken charges in e answer that: O -0.602; C 0.655; C -0.366; C 0.067; H 0.017; C -0.712; H 0.402; C -0.436; H 0.348; C -0.692; H 0.359; C -0.144; H 0.384; H 0.382; C -1.199; C 0.266; H 0.389; H 0.053; H 0.365; C 0.194; C -1.522; H 0.266; H 0.388; H 0.292; H 0.311; Nd 1.176; Cl -0.589; Cl -0.614; C -0.171; O -0.227; N 0.324; C -0.782; C -0.963; H 0.346; H 0.096; H 0.331; H 0.324; H 0.314; H 0.287; H 0.352; H 0.304; H 0.319; C -0.945; C -0.914; N 0.383; H 0.243; C 0.327; O -1.009; H 0.282; H 0.343; H 0.355; H 0.335; C -0.914; N 0.697; C -1.094; P -0.406; O -0.347; N 0.191; C -0.923; C -1.135; N 0.858; C -1.086; C -1.288; H 0.352; H 0.311; H 0.058; H 0.460; H 0.288; H 0.343; H 0.407; H 0.377; H 0.108; H 0.374; H 0.380; H 0.350; H 0.255; H 0.322; H 0.339; H 0.397; H 0.276; H 0.354